Molecular formula: C4H5N3O
Method: DFT, wB97M-V/def2-TZVPD

- Total energy: -10746.993 eV
- ΔE to the lowest compared entry with this formula, charge and spin: 60.0 kJ/mol

XYZ file:
```
13
Properties=species:S:1:pos:R:3:forces:R:3
N -1.11939 -0.42656 -1.76929 -0.01 -0.12 -0.01
C -0.46483 -0.15985 -0.60519 -1.86 1.75 -0.27
C -1.03801 -0.49817 0.63648 0.45 -0.47 -0.24
C -0.25633 -0.26951 1.75475 0.28 -0.46 -0.82
N 0.95300 0.25153 1.65293 1.75 -0.40 -2.10
C 1.37188 0.50688 0.34237 -0.69 2.18 2.95
O 2.63114 0.93597 0.24606 0.23 0.02 0.27
N 0.60846 0.66034 -0.71971 0.20 -2.62 0.02
H -0.85607 0.09961 -2.58469 0.10 -0.03 0.03
H -2.05803 -0.78279 -1.74074 0.02 0.02 0.05
H -2.01495 -0.95011 0.70097 0.02 -0.19 -0.07
H -0.52549 -0.66672 2.72680 -0.33 0.56 0.17
H 2.76862 1.29937 -0.64075 -0.15 -0.23 0.03
```
Positions in Å, forces in eV/Å.

=====

Molecular formula: C24H40N6
Method: DFT, wB97M-V/def2-TZVPD

- Total energy: -34476.042 eV
- ΔE to the lowest compared entry with this formula, charge and spin: 0.0 kJ/mol

XYZ file:
```
70
Properties=species:S:1:pos:R:3:forces:R:3
C 2.77470 -6.66232 25.94576 0.16 0.64 1.05
C 3.84028 -7.29108 26.66909 -0.10 0.11 -0.66
C 3.31712 -8.44046 27.17697 -0.35 -0.80 0.26
N 1.99776 -8.54739 26.80826 0.36 0.68 1.11
C 1.63847 -7.37900 26.20065 -0.17 -0.41 -1.30
H 2.79319 -5.69762 25.46350 0.09 -0.05 -0.07
H 4.86281 -6.96168 26.73992 0.02 0.01 0.04
H 3.70255 -9.19734 27.84086 0.30 -0.02 -0.21
H 1.40371 -9.28170 27.16214 -0.35 0.11 -0.31
H 0.64078 -7.15498 25.85870 -0.07 -0.31 0.08
C -0.27198 -8.10821 22.41335 0.01 0.50 -0.40
C 1.21800 -7.83625 22.22282 -0.20 -0.16 0.42
C 1.94152 -8.76001 21.22825 0.04 0.14 0.32
C 1.58564 -10.16431 21.42341 0.12 0.51 -0.12
N 1.26643 -11.25308 21.56504 -0.13 -0.59 0.15
H -0.67292 -7.45026 23.18515 0.05 -0.10 0.11
H -0.47085 -9.14137 22.69159 -0.01 -0.02 0.00
H -0.82232 -7.85646 21.50189 -0.03 -0.25 0.00
H 1.70602 -7.94826 23.19243 0.08 0.00 0.02
H 1.37734 -6.79968 21.92244 0.03 -0.04 -0.10
H 3.00936 -8.65059 21.42386 0.06 -0.10 -0.31
H 1.74182 -8.51066 20.18588 -0.02 0.07 0.02
C 1.24917 -3.58002 28.37528 -0.70 0.10 -0.44
C 2.27978 -2.69596 29.05016 0.62 0.15 -0.83
C 1.78112 -2.06518 30.34996 0.08 -0.61 0.07
C 0.61048 -1.21747 30.13008 0.01 0.03 0.17
N -0.30927 -0.54997 29.97227 -0.01 0.01 -0.07
H 1.60315 -4.14704 27.51321 0.48 0.02 0.19
H 0.45917 -2.95304 27.94900 -0.16 -0.08 0.32
H 0.79143 -4.30094 29.05625 0.01 0.07 0.08
H 2.56666 -1.89919 28.35469 -0.12 0.03 0.07
H 3.21348 -3.24829 29.18530 -0.12 -0.03 0.50
H 2.55224 -1.49009 30.86047 0.03 0.11 -0.11
H 1.50156 -2.87785 31.02815 -0.13 0.16 0.07
C 5.47741 -10.74959 30.37690 -0.38 0.55 0.80
C 6.28918 -9.94616 29.38400 0.22 -1.04 -0.78
C 6.84754 -8.64597 29.91578 0.04 1.06 -0.60
C 8.02701 -8.75574 30.77003 -0.49 -0.11 0.19
N 8.93320 -8.79489 31.46907 0.31 -0.09 0.12
H 5.95060 -10.84098 31.35830 0.31 -0.18 -0.19
H 5.19700 -11.73786 30.02408 0.06 -0.02 -0.11
H 4.56125 -10.18885 30.60094 -0.09 -0.19 -0.13
H 5.66972 -9.79494 28.49695 -0.06 0.53 0.14
H 7.10114 -10.54338 28.95388 0.15 0.01 0.39
H 6.09353 -8.03096 30.41727 -0.03 -0.28 0.25
H 7.16042 -7.99335 29.09077 0.00 -0.23 -0.09
C 2.33762 -7.96357 33.25324 -0.63 -0.12 -0.25
C 2.65977 -7.12240 32.03182 0.16 0.63 0.36
C 2.25418 -7.77216 30.71702 -0.16 -0.14 -0.21
C 0.83994 -8.16510 30.69920 0.32 -0.01 -0.07
N -0.25389 -8.50510 30.67015 -0.27 -0.01 0.03
H 1.25533 -8.11441 33.30715 0.03 0.02 0.04
H 2.62396 -7.43751 34.15995 0.24 -0.22 0.10
H 2.76676 -8.96378 33.18409 0.28 0.08 0.22
H 3.72247 -6.86589 32.01685 0.05 -0.23 -0.19
H 2.16278 -6.15540 32.15726 -0.14 -0.06 -0.22
H 2.83504 -8.68305 30.55008 0.01 0.01 0.00
H 2.41559 -7.13259 29.84590 0.13 0.07 0.09
C -2.53243 -12.92789 24.42033 -0.03 -0.10 -0.72
C -1.27425 -12.93609 23.55794 0.29 0.12 -0.04
C 0.02896 -12.82697 24.35502 0.31 -0.28 0.23
C 0.05040 -11.76171 25.35979 0.12 -0.10 -0.27
N 0.11164 -10.95552 26.17261 -0.02 0.22 0.14
H -3.39356 -12.85462 23.75280 -0.07 0.01 0.14
H -2.53390 -12.04861 25.06202 -0.08 -0.09 0.19
H -2.65632 -13.84392 24.99572 0.13 0.08 0.21
H -1.31893 -12.11767 22.83633 0.07 0.09 0.11
H -1.16785 -13.83578 22.94866 -0.25 -0.07 0.09
H 0.88970 -12.70032 23.69521 -0.13 0.22 -0.08
H 0.24564 -13.74752 24.90811 -0.25 -0.03 -0.01
```
Positions in Å, forces in eV/Å.

=====

Molecular formula: C6H6O2
Method: DFT, wB97M-V/def2-TZVPD

- Total energy: -10411.827 eV
- ΔE to the lowest compared entry with this formula, charge and spin: 152.7 kJ/mol

XYZ file:
```
14
Properties=species:S:1:pos:R:3:forces:R:3
O 0.50191 1.23764 -2.80301 0.32 0.14 0.38
C 0.74742 0.70440 -1.74303 -0.77 -0.41 -1.31
C 0.39281 -0.71272 -1.51489 -0.31 -0.22 1.84
C 0.33748 -1.19436 -0.25278 0.12 -1.36 -1.90
C 0.62680 -0.52277 0.96139 -0.58 0.36 0.75
C -0.16299 0.38037 1.53556 0.47 1.13 0.87
C -1.54462 0.75510 1.18523 -0.35 0.46 -0.74
O -2.13716 1.69969 1.68839 0.71 -1.48 -0.69
H 1.21835 1.23906 -0.91796 0.18 0.18 0.26
H 0.10252 -1.37112 -2.31977 0.21 0.24 -0.34
H 0.21188 -2.26646 -0.07758 -0.25 0.02 -0.47
H 1.45665 -0.96175 1.49111 0.55 0.48 0.27
H 0.22696 0.94997 2.36806 -0.08 -0.26 0.48
H -1.97801 0.06295 0.39928 -0.21 0.71 0.60
```
Positions in Å, forces in eV/Å.

=====

What are the orbital gap values for these records? In order: 9.5, 9.0, 9.2 eV.